Computed, not measured: H3N4O2 as an isolated structure at a distorted geometry, with ωB97M-V/def2-TZVPD.

```
9
H3N4O2 ωB97M-V/def2-TZVPD
N 0.71878 0.27805 0.60304
N -2.72829 -1.01497 -0.07993
N -2.27862 0.14995 -0.15409
N 1.66437 -0.20934 0.18120
O 2.90079 1.03459 -0.27039
O 2.19003 -1.24669 -0.09340
H 2.53742 1.85981 0.05835
H -3.71969 -1.00958 -0.39232
H -1.28479 0.15820 0.14756
```

Output
Highest occupied orbital energy ... -0.13696 Eh
Total charge ... -1
LUMO ... 0.1516 Ha
Total energy ... -371.16856 a.u.
Multiplicity ... 1